1.
A cluster of 2 separate species, C11H17N3O5 in total. Source: the Open Molecules 2025 dataset; level of theory: the ωB97M-V functional and the def2-TZVPD basis.

- energy above the lowest of the compared OMol25 structures with the same formula, charge and spin (eV) = 0.916
- electronic energy (a.u.) = -969.738871
- lowest unoccupied orbital energy (Ha) = -0.016
- HOMO (eV) = -9.21
- F_max (hartree/bohr) = 0.01745
- SMILES string = O=[N+]([O-])c1ccccc1.CNC(=O)OC[C@H](O)CN

Element x y z (Å)
C1 0.1910 -2.3845 1.5607
N1 0.3782 -1.2323 0.6756
C2 -0.7033 -0.4151 0.3896
O1 -0.7044 0.3850 -0.5203
O2 -1.7342 -0.5481 1.2517
C3 -3.0095 -0.1396 0.7935
C4 -3.9523 -1.3302 0.5897
O3 -3.8025 -2.3170 1.6116
C5 -3.7449 -2.0393 -0.7369
N2 -2.4009 -2.6095 -0.7931
H1 0.0297 -3.2864 0.9627
H2 -0.6267 -2.2566 2.2692
H3 1.1087 -2.5359 2.1345
H4 1.1622 -0.6539 0.9591
H5 -2.9437 0.4352 -0.1319
H6 -3.4296 0.5281 1.5558
H7 -4.9811 -0.9392 0.6036
H8 -4.1239 -1.9430 2.4405
H9 -3.8570 -1.3316 -1.5622
H10 -4.5325 -2.8019 -0.8411
H11 -2.2733 -3.3011 -0.0653
H12 -2.1984 -3.0190 -1.6931
C6 3.0148 3.4329 -2.3867
C7 2.0935 2.4604 -2.0228
C8 2.2929 1.7037 -0.8798
C9 3.4224 1.9475 -0.1187
C10 4.3565 2.9090 -0.4629
C11 4.1455 3.6547 -1.6099
N3 3.6441 1.1665 1.1092
O4 2.8248 0.3101 1.3951
O5 4.6257 1.4122 1.7732
H13 2.8515 4.0224 -3.2792
H14 1.2127 2.2859 -2.6248
H15 1.5725 0.9485 -0.6031
H16 5.2284 3.0709 0.1526
H17 4.8630 4.4112 -1.8963

Forces on atoms 1 to 3 (eV/Å):
C 0.31 -0.09 0.12
N -0.43 0.16 0.77
C 0.07 0.17 -0.44



2.
A structure of composition C12H30N2NaO4 at a distorted geometry. Source: the Open Molecules 2025 dataset; level of theory: the ωB97M-V functional and the def2-TZVPD basis.

- energy above the lowest of the compared OMol25 structures with the same formula, charge and spin (eV) = 1.629
- electronic energy (a.u.) = -1047.738369
- net charge = +1
- lowest unoccupied orbital energy (Ha) = -0.118
- HOMO (eV) = -12.34
- F_max (hartree/bohr) = 0.05207

Element x y z (Å)
Na1 0.3969 -0.9904 -1.2766
C1 2.2598 4.5228 -4.6573
O1 1.4425 3.6944 -3.8397
C2 0.9749 2.5558 -4.5422
C3 -0.0662 1.8660 -3.6961
N1 0.4782 1.5390 -2.3583
C4 -0.2857 2.1578 -1.2713
C5 0.5450 2.2182 -0.0235
O2 0.7557 0.9309 0.4955
C6 1.7597 0.9151 1.4990
H1 1.7957 4.7319 -5.6236
H2 3.2272 4.0420 -4.8430
H3 2.4173 5.4256 -4.0751
H4 1.8371 1.9256 -4.7978
H5 0.5236 2.8990 -5.4813
H6 -0.2858 0.9269 -4.2193
H7 -1.0095 2.4108 -3.6752
H8 1.4037 1.9540 -2.3172
H9 -1.2592 1.6883 -1.0953
H10 -0.5632 3.1881 -1.5372
H11 0.0978 2.9064 0.7082
H12 1.4968 2.7276 -0.2561
H13 2.6501 1.4415 1.1365
H14 2.0089 -0.1100 1.7480
H15 1.4130 1.4208 2.4055
C7 -3.8285 -1.0442 3.1874
O3 -2.8668 -1.1154 2.1371
C8 -2.9127 -2.3276 1.4514
C9 -1.9098 -2.3341 0.3536
N2 -0.5267 -1.9690 0.8278
C10 0.1802 -3.2125 1.2207
C11 1.5369 -2.8804 1.8247
O4 1.3932 -2.0158 2.9268
C12 1.1674 -2.6982 4.1506
H16 -4.8190 -1.0904 2.7256
H17 -3.6750 -0.0750 3.6488
H18 -3.7055 -1.8667 3.8949
H19 -3.9126 -2.5514 1.0446
H20 -2.7495 -3.1618 2.1587
H21 -2.1969 -1.5171 -0.3352
H22 -1.9007 -3.1530 -0.3660
H23 -0.7555 -1.5445 1.7272
H24 0.2948 -3.8772 0.3586
H25 -0.3796 -3.7990 1.9606
H26 2.1784 -2.3953 1.0844
H27 1.9943 -3.8328 2.1168
H28 1.2468 -1.9454 4.9342
H29 1.9571 -3.4299 4.3392
H30 0.1755 -3.1509 4.2210

Forces on atoms 1 to 3 (eV/Å):
Na 0.02 0.78 0.52
C 0.21 -0.29 0.47
O -0.16 -0.03 -0.19